1.
{"formula": "C3H11NOS", "method": "ωB97M-V/def2-TZVPD", "total_charge": 0, "gap_ev": 9.6, "e_lumo_ev": 0.813, "elements": ["C", "C", "C", "S", "N", "H", "H", "H", "H", "H", "H", "H", "H", "H", "H", "H", "O"], "positions_angstrom": [[-1.37263, 2.31809, 0.22165], [-0.83050, 0.91617, -0.07646], [0.67204, 1.00885, -0.31884], [1.35488, -0.42910, -1.22760], [-1.09731, -0.02208, 1.00752], [-1.53232, 2.95868, -0.64753], [-2.34202, 2.25912, 0.73595], [-0.72097, 2.90702, 0.86803], [-1.27196, 0.55691, -1.00600], [1.19686, 1.04524, 0.64397], [0.91878, 1.85354, -0.96992], [1.46878, -1.36376, -0.27513], [-2.10602, -0.09304, 1.10347], [-0.78823, 0.38739, 1.88261], [0.11580, -3.08806, 1.85727], [-0.38783, -1.91667, 0.96678], [0.08885, -2.77655, 0.94578]], "nbo_charge": [-0.6318, -0.0800, -0.5078, -0.0789, -0.8428, 0.2186, 0.2065, 0.2056, 0.2036, 0.2158, 0.2284, 0.1593, 0.3653, 0.3558, 0.4630, 0.4979, -0.9785]}

---

2.
{"formula": "C3H11NOS", "method": "ωB97M-V/def2-TZVPD", "total_charge": 0, "gap_ev": 10.0, "e_lumo_ev": 0.818, "elements": ["C", "N", "C", "C", "S", "H", "H", "H", "H", "H", "H", "H", "H", "H", "H", "H", "O"], "positions_angstrom": [[1.56098, -0.72585, 1.21042], [0.73926, -0.67768, -0.00114], [0.48404, 0.65560, -0.52218], [-0.92687, 0.80333, -1.07402], [-1.21581, 2.12100, -2.26372], [1.15701, -0.13134, 2.02816], [2.60943, -0.47954, 0.99285], [1.55271, -1.76517, 1.56376], [1.17703, -1.27192, -0.69559], [0.60060, 1.36599, 0.29318], [1.21612, 0.97104, -1.27512], [-1.22516, -0.10622, -1.59350], [-1.66100, 0.89026, -0.27336], [-1.02684, 3.18647, -1.47344], [-1.94732, -1.76799, 1.72589], [-1.17816, -1.21526, 0.59449], [-1.91601, -1.85273, 0.76332]], "nbo_charge": [-0.4149, -0.6481, -0.2385, -0.5413, -0.0275, 0.1967, 0.1749, 0.2051, 0.3697, 0.1889, 0.1860, 0.2338, 0.2212, 0.1137, 0.4553, 0.4803, -0.9554]}

---

Taking the most stable structure as the zero point, the relative energies in kcal/mol are 1 0.0; 2 12.6.

---

1.
{"formula": "C19H55NO8", "method": "ωB97M-V/def2-TZVPD", "total_charge": 0, "gap_ev": 10.4, "e_lumo_ev": 0.666, "elements": ["C", "C", "C", "O", "H", "H", "H", "H", "H", "H", "H", "H", "C", "C", "C", "O", "H", "H", "H", "H", "H", "H", "H", "H", "C", "C", "C", "O", "H", "H", "H", "H", "H", "H", "H", "H", "C", "C", "C", "O", "H", "H", "H", "H", "H", "H", "H", "H", "C", "C", "C", "O", "H", "H", "H", "H", "H", "H", "H", "H", "O", "H", "H", "O", "H", "H", "C", "C", "C", "O", "C", "N", "H", "H", "H", "H", "H", "H", "H", "H", "H", "H", "H"], "positions_angstrom": [[-1.51872, -4.60105, 10.43605], [-0.82696, -3.98514, 11.66496], [-0.75607, -2.47613, 11.70707], [-1.38614, -4.55595, 12.90676], [-1.48049, -5.69806, 10.47883], [-1.01338, -4.32112, 9.47816], [-2.57264, -4.35524, 10.29167], [0.15116, -4.41514, 11.73824], [-0.40113, -2.01619, 10.78157], [-0.08974, -2.14206, 12.56448], [-1.74728, -2.05111, 11.78746], [-2.02508, -3.92479, 13.19300], [0.77023, -7.94015, 13.39230], [-0.39594, -7.81071, 12.46313], [-0.92663, -9.16567, 12.01669], [-1.47820, -7.26808, 13.17571], [1.15456, -6.91237, 13.61324], [1.62335, -8.50181, 13.01535], [0.43266, -8.35714, 14.27340], [-0.06260, -7.21977, 11.57655], [-0.15482, -9.79704, 11.49840], [-1.79803, -9.06092, 11.32528], [-1.21309, -9.73550, 12.91312], [-1.42093, -6.30081, 13.27687], [-6.71484, -10.27012, 14.54656], [-5.35700, -9.81147, 15.05254], [-4.25764, -9.59532, 13.95790], [-5.61650, -8.63062, 15.82369], [-7.00799, -9.61199, 13.73367], [-7.47835, -10.27665, 15.32113], [-6.65614, -11.25368, 14.09803], [-4.84789, -10.55028, 15.64324], [-4.00624, -10.57816, 13.48983], [-3.38096, -9.03098, 14.39134], [-4.62832, -9.00726, 13.09932], [-4.91871, -8.59024, 16.52644], [-7.59093, -4.10182, 19.14270], [-6.11612, -4.53773, 19.09415], [-5.82847, -4.93650, 17.68708], [-5.35553, -3.42384, 19.52323], [-7.74597, -3.71871, 20.17843], [-8.26479, -4.91017, 18.91524], [-7.76746, -3.33762, 18.42187], [-5.94077, -5.38810, 19.75024], [-5.96674, -4.01804, 17.09488], [-6.50672, -5.79603, 17.36165], [-4.74895, -5.27014, 17.56362], [-4.46388, -3.44617, 19.26811], [-5.30002, -3.74793, 14.02445], [-5.90439, -5.18031, 14.00947], [-6.58753, -5.54069, 12.65719], [-4.86262, -6.01842, 14.39865], [-4.94021, -3.49683, 15.00624], [-6.11986, -3.12607, 13.65286], [-4.43669, -3.82418, 13.31333], [-6.66482, -5.20830, 14.79560], [-6.71074, -6.64118, 12.55553], [-5.93406, -5.20112, 11.83763], [-7.54588, -5.02022, 12.52417], [-5.23494, -6.90482, 14.59767], [-3.74640, -8.53352, 17.91905], [-3.42733, -7.62476, 17.64938], [-2.94423, -9.08235, 18.01308], [-2.72372, -6.20089, 15.99212], [-3.37136, -5.91559, 15.33999], [-2.06324, -6.65973, 15.53834], [-3.82032, -11.54848, 18.36708], [-2.38979, -11.51849, 17.88978], [-2.28879, -11.80817, 16.40818], [-0.98389, -12.25887, 16.09150], [-0.89559, -12.37267, 14.68549], [-1.70032, -10.27998, 18.29942], [-4.39856, -10.69982, 18.05339], [-3.89149, -11.36258, 19.44295], [-4.31181, -12.48695, 17.96260], [-1.82651, -12.36190, 18.23771], [-2.50353, -10.97124, 15.79975], [-2.93120, -12.64031, 16.13638], [-1.74375, -12.90768, 14.19063], [0.07062, -12.86985, 14.45147], [-0.88167, -11.35605, 14.28710], [-0.80096, -10.27968, 17.73964], [-1.43617, -10.42439, 19.25280]], "lowdin_charge": [-0.0446, -0.4349, -0.0539, -0.0701, 0.0642, 0.0916, 0.0760, 0.1208, 0.0818, 0.1086, 0.0743, 0.0602, -0.0559, -0.5254, -0.0579, -0.0743, 0.0966, 0.0831, 0.0489, 0.1349, 0.0919, 0.0916, 0.0480, 0.0477, -0.0463, -0.4729, -0.0568, -0.0855, 0.0712, 0.0809, 0.0731, 0.0965, 0.0854, 0.0837, 0.0724, 0.0503, -0.0549, -0.5157, -0.0764, -0.0257, 0.0923, 0.0715, 0.0654, 0.1331, 0.0780, 0.1137, 0.0900, 0.0592, -0.0325, -0.4955, -0.0374, -0.0843, 0.0589, 0.0830, 0.0799, 0.1218, 0.0785, 0.0736, 0.0776, 0.0839, -0.1043, 0.0527, -0.0194, -0.0361, -0.0051, -0.0113, -0.0531, -0.4160, -0.2194, -0.1829, -0.1065, 0.0414, 0.0437, 0.0871, 0.1092, 0.1296, 0.0958, 0.1288, 0.1014, 0.1007, 0.0613, 0.1236, 0.0851]}

---

2.
{"formula": "C19H55NO8", "method": "ωB97M-V/def2-TZVPD", "total_charge": 0, "gap_ev": 8.9, "e_lumo_ev": 0.321, "elements": ["C", "C", "C", "O", "H", "H", "H", "H", "H", "H", "H", "H", "C", "C", "C", "O", "H", "H", "H", "H", "H", "H", "H", "H", "C", "C", "C", "O", "H", "H", "H", "H", "H", "H", "H", "H", "C", "C", "C", "O", "H", "H", "H", "H", "H", "H", "H", "H", "C", "C", "C", "O", "C", "N", "H", "H", "H", "H", "H", "H", "H", "H", "H", "H", "H", "C", "O", "H", "H", "H", "H", "C", "O", "H", "H", "H", "H", "C", "O", "H", "H", "H", "H"], "positions_angstrom": [[-0.60076, -1.90619, -3.05869], [0.31003, -2.94650, -2.44333], [-0.47967, -4.05412, -1.79666], [1.18819, -3.52709, -3.40688], [-0.05389, -1.10739, -3.57002], [-1.26256, -1.45923, -2.31328], [-1.24276, -2.34456, -3.83032], [0.91228, -2.46947, -1.65231], [-1.26847, -4.42014, -2.45940], [-0.99106, -3.70846, -0.89307], [0.10496, -4.90502, -1.44520], [1.69791, -2.81927, -3.81209], [3.49522, 0.05796, 0.85909], [4.04260, -0.59654, -0.40951], [5.28615, 0.11865, -0.87091], [4.45738, -1.93809, -0.10884], [2.91084, -0.60902, 1.49846], [2.90681, 0.96285, 0.70203], [4.36011, 0.35199, 1.46283], [3.26867, -0.58510, -1.18730], [6.03848, 0.07964, -0.08171], [5.10062, 1.14691, -1.18664], [5.76407, -0.34218, -1.74043], [3.69227, -2.40517, 0.23857], [2.28908, 2.59164, -2.01892], [1.91803, 4.04505, -2.19128], [3.12139, 4.94691, -1.92659], [1.41920, 4.19883, -3.51396], [1.41220, 1.93956, -2.08814], [2.71079, 2.36381, -1.03899], [2.99431, 2.24161, -2.77744], [1.16373, 4.24359, -1.41459], [3.53799, 4.71472, -0.94427], [2.86025, 6.00620, -1.94158], [3.89804, 4.75130, -2.66825], [1.22395, 5.12606, -3.67881], [-3.21652, 3.36201, -2.24775], [-1.78223, 3.24121, -1.73409], [-1.61087, 3.59358, -0.27251], [-1.30981, 1.90969, -1.96675], [-3.77859, 2.48329, -1.93050], [-3.21666, 3.41558, -3.33737], [-3.71241, 4.26379, -1.88589], [-1.16646, 3.94732, -2.30564], [-1.85754, 4.64662, -0.13882], [-0.57347, 3.42067, 0.01814], [-2.26330, 3.01198, 0.38409], [-0.96499, 1.83227, -2.86060], [-4.21151, -3.49390, -0.01899], [-3.87773, -3.06543, 1.38945], [-2.56376, -3.67388, 1.85665], [-2.69855, -5.06459, 2.01839], [-1.53816, -5.65602, 2.52271], [-3.84866, -1.60216, 1.48093], [-4.27996, -4.58187, -0.07078], [-3.46785, -3.14449, -0.73971], [-5.17911, -3.08622, -0.31298], [-4.64718, -3.42235, 2.08281], [-2.26009, -3.22591, 2.81624], [-1.79042, -3.42046, 1.11161], [-1.71433, -6.72548, 2.62853], [-1.28699, -5.26755, 3.52236], [-0.67710, -5.49140, 1.86246], [-3.13545, -1.24690, 0.84244], [-3.51616, -1.30848, 2.39759], [-0.39228, 0.00359, 0.55644], [-1.67414, -0.08882, -0.01708], [0.38469, 0.12157, -0.21031], [-0.29611, 0.81727, 1.28553], [-0.16564, -0.93071, 1.07632], [-1.77085, 0.69518, -0.57720], [-1.88196, 0.60325, 4.68933], [-2.74057, -0.41241, 4.16416], [-0.84772, 0.46027, 4.35887], [-2.23676, 1.55618, 4.30641], [-1.89794, 0.62278, 5.78152], [-2.39017, -1.24742, 4.48872], [2.18742, 2.05680, 3.41710], [3.03541, 3.16799, 3.11713], [1.91410, 2.05991, 4.47700], [1.27880, 2.06942, 2.80968], [2.73573, 1.13672, 3.24121], [2.71746, 3.91377, 3.63155]], "lowdin_charge": [-0.0560, -0.5044, -0.0531, -0.0440, 0.0742, 0.0688, 0.0872, 0.1252, 0.0896, 0.0531, 0.0832, 0.0835, -0.0712, -0.4877, -0.0618, -0.0484, 0.0764, 0.0575, 0.0857, 0.1253, 0.0867, 0.0739, 0.0830, 0.0805, -0.0583, -0.5036, -0.0514, -0.0427, 0.0629, 0.0640, 0.0911, 0.1200, 0.0811, 0.0762, 0.0857, 0.0905, -0.0438, -0.4805, -0.0499, -0.0707, 0.0861, 0.0778, 0.0800, 0.1240, 0.0856, 0.0694, 0.0875, 0.1031, -0.0578, -0.4411, -0.2267, -0.1756, -0.1251, 0.0593, 0.0796, 0.0686, 0.0778, 0.1407, 0.1141, 0.1097, 0.0878, 0.0861, 0.0860, 0.0360, 0.0302, -0.1566, -0.1445, 0.0681, 0.0648, 0.0778, 0.0400, -0.1411, -0.1341, 0.0680, 0.0797, 0.0775, 0.0697, -0.1602, -0.1201, 0.0802, 0.0628, 0.0575, 0.0700]}

---

Taking the most stable structure as the zero point, the relative energies in kcal/mol are 1 0.0; 2 23.5.

---

1.
{"formula": "C3H8NO", "method": "ωB97M-V/def2-TZVPD", "total_charge": 1, "gap_ev": 9.4, "e_lumo_ev": -5.497, "elements": ["C", "C", "C", "N", "H", "H", "H", "H", "H", "H", "H", "H", "O"], "positions_angstrom": [[-1.01662, -0.52157, -0.48014], [-1.41841, -0.73424, 0.82094], [0.06478, 0.94985, -2.03245], [0.07915, 0.24981, -0.96562], [-1.40186, -1.34461, -1.21585], [-1.05620, -0.37660, 1.71153], [-2.22705, -1.33010, 1.02486], [0.91121, 1.42919, -2.50937], [-0.75043, 0.77652, -2.82838], [0.83359, 0.26750, -0.22891], [1.91180, 0.90489, 2.51579], [2.19797, -0.43662, 2.38322], [1.87207, 0.16598, 1.80437]], "nbo_charge": [-0.1222, -0.2459, 0.1234, -0.4273, 0.2495, 0.2185, 0.2258, 0.2452, 0.2384, 0.4860, 0.4870, 0.4757, -0.9540]}

---

2.
{"formula": "C3H8NO", "method": "ωB97M-V/def2-TZVPD", "total_charge": 1, "gap_ev": 8.2, "e_lumo_ev": -4.613, "elements": ["C", "C", "C", "N", "O", "H", "H", "H", "H", "H", "H", "H", "H"], "positions_angstrom": [[1.16829, 1.63055, -1.35723], [0.15779, -1.10109, 0.05972], [-1.43713, -0.62391, 1.75731], [0.98795, 0.40597, -1.69301], [-0.72608, -0.36488, 0.54059], [0.34037, 2.32722, -1.33680], [2.13302, 1.96728, -1.00024], [0.41013, -2.01326, 0.62512], [-2.42204, -1.01000, 1.48639], [-1.54715, 0.32516, 2.28089], [-0.90506, -1.35027, 2.37283], [0.08779, 0.07186, -2.03090], [1.75212, -0.26463, -1.70467]], "nbo_charge": [0.0526, 0.1015, -0.2783, -0.5476, -0.4356, 0.2255, 0.2253, 0.1046, 0.2201, 0.2186, 0.2047, 0.4538, 0.4548]}

---

3.
{"formula": "C3H8NO", "method": "ωB97M-V/def2-TZVPD", "total_charge": 1, "gap_ev": 9.6, "e_lumo_ev": -5.566, "elements": ["C", "C", "C", "N", "H", "H", "H", "H", "H", "H", "H", "H", "O"], "positions_angstrom": [[0.69080, -0.23492, 1.03209], [-0.01801, 0.66763, 1.68655], [0.35092, -2.03632, -0.51829], [0.34545, -0.80388, -0.23344], [1.44793, -0.73899, 1.59415], [-0.99790, 0.98754, 1.34707], [0.43502, 1.06834, 2.58404], [0.34171, -2.40683, -1.53351], [0.69110, -2.79902, 0.17739], [0.05344, -0.04776, -0.82357], [-1.50654, 2.43679, -1.15958], [-1.07791, 1.84633, -2.51898], [-0.75602, 2.06111, -1.63392]], "nbo_charge": [-0.1085, -0.2688, 0.1290, -0.4030, 0.2347, 0.2208, 0.2488, 0.2367, 0.2294, 0.4708, 0.4870, 0.4878, -0.9646]}

---

Taking the most stable structure as the zero point, the relative energies in kcal/mol are 1 19.1; 2 56.2; 3 0.0.

---

1.
{"formula": "C3H8NO", "method": "ωB97M-V/def2-TZVPD", "total_charge": 1, "gap_ev": 10.2, "e_lumo_ev": -5.008, "elements": ["C", "C", "C", "N", "H", "H", "H", "H", "H", "H", "H", "H", "O"], "positions_angstrom": [[-0.61138, -0.36759, 1.19796], [-1.93946, -0.37103, 1.12508], [0.05418, 1.46529, -0.15372], [0.13403, 0.22190, 0.10791], [0.06193, -0.78434, 1.93605], [-2.39931, -0.09423, 0.17871], [-2.61175, -0.37658, 1.97561], [0.51091, 1.85114, -1.06240], [-0.29972, 2.19294, 0.56949], [0.66522, -0.31791, -0.60408], [2.49041, -0.90356, -2.43365], [2.13244, -1.56035, -1.07436], [1.81250, -0.95567, -1.76260]], "nbo_charge": [-0.0889, -0.3059, 0.1357, -0.4262, 0.2432, 0.2177, 0.2533, 0.2306, 0.2326, 0.4705, 0.5170, 0.4903, -0.9698]}

---

2.
{"formula": "C3H8NO", "method": "ωB97M-V/def2-TZVPD", "total_charge": 1, "gap_ev": 9.9, "e_lumo_ev": -3.835, "elements": ["C", "C", "C", "N", "O", "H", "H", "H", "H", "H", "H", "H", "H"], "positions_angstrom": [[-0.44205, -1.12293, 0.59545], [-0.81694, 0.74162, -0.07951], [1.58220, 0.14422, 0.05601], [0.31766, -0.29603, -0.34135], [-1.75200, 0.84661, -1.02339], [-0.26822, -1.19635, 1.61793], [-1.02367, -1.90414, 0.04484], [-0.87129, 1.41169, 0.70923], [1.69404, 1.15588, -0.53945], [1.50921, 0.33643, 1.15206], [2.46875, -0.57012, -0.19254], [0.25948, -0.72763, -1.30968], [-2.65716, 1.18075, -0.68959]], "nbo_charge": [-0.3033, 0.3206, -0.4381, -0.3935, -0.6601, 0.2418, 0.2406, 0.2277, 0.2422, 0.2364, 0.2715, 0.4753, 0.5389]}

---

Taking the most stable structure as the zero point, the relative energies in kcal/mol are 1 0.0; 2 57.0.